[1]
9
Properties=species:S:1:pos:R:3:mulliken_charge:R:1 method="wB97M-V/def2-TZVPD" energy_ev=-8739.616 total_charge=0 mol_weight_g_mol=85.1 e_homo_ev=-9.033 spin_multiplicity=1 de_lowest_kcal_mol=127.2 orbital_gap_ev=8.681 e_lumo_ev=-0.35
O -0.074 -1.856 1.077 -0.315
C 0.014 -0.466 0.634 0.711
N -0.478 -0.439 1.826 -0.354
O -0.420 2.177 0.046 -0.544
C 0.138 1.458 -0.769 0.062
C 0.406 0.049 -0.548 -0.616
H -0.935 -2.203 0.775 0.386
H 0.455 1.857 -1.756 0.322
H 0.894 -0.578 -1.284 0.347

=====

[2]
9
Properties=species:S:1:pos:R:3:mulliken_charge:R:1 method="wB97M-V/def2-TZVPD" energy_ev=-8743.215 smiles="N#C[C@@H](O)C=O" total_charge=0 mol_weight_g_mol=85.1 e_homo_ev=-10.789 spin_multiplicity=1 de_lowest_kcal_mol=44.2 orbital_gap_ev=10.857 e_lumo_ev=0.07
N 2.261 -0.404 -1.193 -0.356
C 1.364 -0.149 -0.511 0.115
C 0.239 0.204 0.372 0.246
O -0.240 1.513 0.163 -0.508
C -0.940 -0.768 0.217 -0.046
O -1.110 -1.481 -0.736 -0.417
H 0.592 0.175 1.408 0.277
H -0.495 1.604 -0.764 0.351
H -1.671 -0.694 1.044 0.338

=====

[3]
9
Properties=species:S:1:pos:R:3:mulliken_charge:R:1 method="wB97M-V/def2-TZVPD" energy_ev=-8741.474 total_charge=0 mol_weight_g_mol=85.1 e_homo_ev=-11.368 spin_multiplicity=1 de_lowest_kcal_mol=84.3 orbital_gap_ev=11.953 e_lumo_ev=0.58
O -0.776 -0.639 1.717 -0.442
C -1.295 -0.568 0.643 0.201
O -0.785 0.092 -0.433 -0.286
C 0.491 0.620 -0.276 -0.013
C 1.614 -0.714 -0.404 -0.146
N 1.709 -0.144 -1.448 -0.239
H -2.263 -1.000 0.359 0.352
H 0.574 1.493 -0.916 0.279
H 0.730 0.860 0.758 0.294

=====

[4]
9
Properties=species:S:1:pos:R:3:mulliken_charge:R:1 method="wB97M-V/def2-TZVPD" energy_ev=-8740.847 total_charge=0 mol_weight_g_mol=85.1 e_homo_ev=-7.832 spin_multiplicity=1 de_lowest_kcal_mol=98.8 orbital_gap_ev=7.698 e_lumo_ev=-0.13
C -0.469 -0.491 0.702 -0.956
C 0.735 2.069 0.110 0.201
C -1.341 0.401 0.843 0.696
N 0.332 -1.055 -0.367 -0.222
O -2.188 1.093 1.302 -0.521
O 1.338 1.569 -0.725 -0.250
H 0.211 -2.075 -0.365 0.369
H 0.059 -0.688 -1.290 0.315
H 1.323 -0.823 -0.212 0.369